# 1
The following is a DFT calculation (wB97M-V/def2-TZVPD) of C47H43F6HfN5PSSiTe as an isolated structure at a distorted geometry.

Properties
**Charge**: +1
**LUMO**: -0.1172 hartree
**Frontier orbital gap**: 0.24139 Eh

```
106
Properties=species:S:1:pos:R:3:forces:R:3:lowdin_charge:R:1
Hf 0.351 0.795 -0.503 0.13 -0.91 1.75 1.644
C -3.533 3.305 0.735 0.67 0.17 -0.37 -0.160
Si -2.033 3.351 -0.469 -0.69 0.20 -0.52 0.501
C -2.473 2.280 -1.981 0.11 0.67 0.54 -0.147
C -1.618 5.157 -0.913 -0.09 -0.76 0.16 -0.134
N -0.618 2.546 0.189 -0.78 0.43 -0.72 -0.266
C 0.159 3.304 1.033 0.69 0.34 0.49 -0.363
C -0.348 4.199 1.994 0.28 -0.27 -0.11 -0.036
C 0.483 4.997 2.751 0.09 0.15 0.13 -0.059
C 1.864 4.963 2.587 -0.15 -0.14 0.00 -0.064
C 2.409 4.054 1.698 0.06 -0.20 -0.33 -0.057
C 1.551 3.248 0.983 -0.17 0.35 0.08 -0.271
F 2.095 2.256 0.110 -0.68 0.36 0.27 -0.154
H -4.458 3.153 0.186 -0.12 -0.04 -0.18 0.022
H -3.635 4.246 1.267 0.02 0.21 0.14 0.025
H -3.476 2.517 1.482 0.08 -0.20 0.09 0.015
H -2.288 2.804 -2.910 0.22 0.10 -0.19 0.041
H -3.529 2.045 -1.963 -0.16 -0.12 0.04 0.023
H -1.919 1.336 -2.009 -0.09 0.02 -0.13 -0.028
H -2.499 5.731 -1.178 -0.28 0.03 -0.02 0.035
H -0.925 5.217 -1.746 0.12 -0.15 -0.16 0.029
H -1.144 5.652 -0.071 0.02 0.12 0.16 0.023
H -1.414 4.251 2.120 -0.28 0.06 0.06 0.098
H 0.048 5.660 3.484 -0.02 0.10 0.00 0.114
H 2.504 5.622 3.152 0.06 0.00 0.05 0.112
H 3.473 3.969 1.550 0.16 -0.02 -0.05 0.121
N 3.024 -1.393 -2.602 -0.11 0.23 0.48 0.148
C 2.646 -1.386 -3.946 -0.28 0.03 -0.60 -0.251
C 3.610 -1.278 -4.942 -0.10 0.00 0.10 -0.013
C 3.253 -1.409 -6.273 -0.03 -0.01 0.07 -0.070
C 1.930 -1.628 -6.625 -0.07 0.00 -0.05 -0.076
C 0.952 -1.669 -5.646 0.09 0.04 0.10 -0.091
C 1.310 -1.543 -4.314 -0.01 0.21 0.62 -0.439
S 0.123 -1.669 -3.006 0.33 -0.48 -0.21 1.030
N 0.899 -0.779 -1.750 -0.55 -0.66 -1.20 -0.462
C 2.227 -1.012 -1.556 0.67 -0.38 0.43 -0.374
C 2.750 -0.881 -0.274 0.15 -0.14 -0.49 -0.344
C 3.999 -1.463 0.138 -0.02 -0.12 0.15 -0.063
C 3.960 -2.300 1.211 0.24 0.23 -0.48 -0.094
C 2.666 -2.668 1.705 -0.40 0.29 -0.27 -0.112
C 1.614 -1.858 1.466 -0.37 -0.70 0.60 -0.216
N 1.808 -0.620 0.797 1.02 0.46 -0.25 -0.346
H 4.020 -1.374 -2.441 -0.08 -0.10 0.10 0.144
H 4.637 -1.092 -4.667 0.15 -0.04 0.02 0.116
H 4.013 -1.345 -7.036 0.08 0.02 -0.08 0.108
H 1.652 -1.754 -7.660 0.01 0.02 -0.08 0.108
H -0.083 -1.826 -5.906 -0.15 0.06 -0.05 0.112
H 4.910 -1.304 -0.423 0.13 0.05 0.04 0.117
H 4.848 -2.764 1.608 0.10 -0.06 -0.03 0.116
H 2.545 -3.599 2.235 -0.15 -0.04 0.11 0.120
H 0.624 -2.058 1.860 0.02 0.02 0.01 0.102
N -0.608 0.531 1.903 -0.25 0.23 0.28 -0.011
C -1.354 -0.578 2.398 -0.33 -0.39 -0.07 -0.334
C -1.307 -0.936 3.739 0.07 0.06 0.05 -0.023
C -2.106 -1.960 4.214 0.09 0.09 -0.08 -0.053
C -2.961 -2.627 3.349 -0.10 -0.07 -0.05 -0.058
C -2.972 -2.313 2.002 0.02 0.07 0.07 -0.065
C -2.157 -1.296 1.510 0.54 0.43 -0.03 -0.312
P -2.003 -0.927 -0.283 -0.99 -0.63 0.57 1.092
C -3.703 -0.421 -0.704 0.27 0.24 -0.20 -0.378
C -4.616 -0.008 0.258 0.13 -0.07 0.01 -0.089
C -5.881 0.409 -0.121 -0.15 0.06 -0.07 -0.066
C -6.245 0.396 -1.459 0.01 -0.03 0.08 -0.060
C -5.338 -0.025 -2.421 0.06 -0.04 -0.12 -0.066
C -4.062 -0.410 -2.053 -0.04 0.00 0.19 -0.145
C -1.980 -2.661 -0.876 0.43 0.18 -0.13 -0.406
C -3.033 -3.303 -1.514 -0.01 0.17 0.05 -0.080
C -2.901 -4.627 -1.899 -0.03 -0.10 -0.02 -0.059
C -1.731 -5.320 -1.638 0.04 0.01 0.02 -0.061
C -0.685 -4.687 -0.986 0.02 -0.04 0.09 -0.065
C -0.804 -3.362 -0.619 -0.11 0.03 0.07 -0.160
H 0.025 0.870 2.638 -0.11 -0.02 -0.39 0.031
H -1.255 1.297 1.675 0.35 -0.22 0.24 0.070
H -0.648 -0.399 4.407 0.04 0.08 0.10 0.118
H -2.068 -2.220 5.262 -0.03 -0.04 0.05 0.114
H -3.617 -3.395 3.725 -0.03 -0.12 0.02 0.111
H -3.622 -2.855 1.330 0.00 -0.08 -0.09 0.119
H -4.348 -0.021 1.305 0.00 0.04 0.03 0.104
H -6.582 0.741 0.631 -0.04 0.00 0.02 0.113
H -7.234 0.710 -1.756 -0.09 0.03 0.00 0.110
H -5.622 -0.044 -3.463 -0.02 0.04 -0.09 0.114
H -3.333 -0.695 -2.803 -0.05 -0.02 -0.08 0.117
H -3.958 -2.784 -1.715 -0.03 -0.02 0.00 0.098
H -3.722 -5.117 -2.400 -0.07 -0.05 -0.04 0.111
H -1.630 -6.351 -1.941 -0.02 -0.12 -0.04 0.110
H 0.227 -5.219 -0.765 0.11 -0.08 -0.03 0.112
H 0.025 -2.860 -0.137 0.04 -0.06 -0.02 0.070
F 2.249 1.560 -2.331 -0.30 0.10 -0.29 -0.026
C 0.890 1.987 -2.358 1.21 1.04 0.25 -0.373
F 0.993 3.316 -1.972 -0.14 0.03 -0.60 0.006
C 0.455 1.962 -3.828 -0.70 -0.50 -0.41 -0.587
F 1.424 1.680 -4.692 0.19 0.13 0.14 0.176
F -0.482 0.991 -3.965 0.05 0.10 -0.16 0.062
F -0.133 3.093 -4.213 0.13 0.29 0.12 0.161
Te 2.828 0.721 2.313 0.26 -0.31 0.83 1.566
C 3.878 -0.291 3.916 -0.14 -0.01 -0.28 -0.495
C 3.702 -1.565 4.428 -0.19 -0.07 -0.12 -0.134
C 4.507 -2.014 5.465 -0.05 -0.02 0.00 -0.072
C 5.455 -1.182 6.034 0.06 0.06 0.01 -0.075
C 5.589 0.114 5.564 0.02 -0.01 0.08 -0.078
C 4.819 0.549 4.503 -0.25 0.18 -0.39 -0.175
H 2.949 -2.220 4.019 0.00 -0.02 0.06 0.078
H 4.385 -3.023 5.828 -0.04 -0.09 0.06 0.108
H 6.088 -1.531 6.835 -0.01 -0.06 0.07 0.109
H 6.302 0.788 6.013 0.11 0.06 0.03 0.109
H 4.944 1.553 4.121 0.15 0.13 -0.01 0.082
```
Forces are in eV/Å.



# 2
The following is a DFT calculation (wB97M-V/def2-TZVPD) of C47H44ClGePRe as an isolated structure.

Properties
**Energy relative to the best compared isomer or geometry (same formula, charge and spin)**: 0.00 kcal/mol
**Charge**: +3
**LUMO**: -0.3997 hartree
**Frontier orbital gap**: 0.19633 Eh

```
95
Properties=species:S:1:pos:R:3:forces:R:3:lowdin_charge:R:1
Re 1.594 0.892 -0.013 -0.01 -0.50 0.11 0.966
C 2.865 -0.655 -0.996 0.09 0.18 -0.06 -0.340
C 2.247 -1.890 -1.622 0.02 0.01 0.01 -0.089
C 1.727 -1.574 -2.863 0.03 0.09 0.06 -0.190
C 1.973 -0.204 -3.092 0.05 -0.28 0.12 -0.065
C 2.641 0.393 -1.907 -0.11 0.13 -0.06 -0.362
C 3.487 1.641 -1.994 -0.03 0.03 -0.05 -0.014
C 1.748 0.469 -4.367 -0.09 0.03 0.01 0.039
C 1.047 -2.483 -3.836 -0.01 -0.02 0.02 0.009
C 2.330 -3.201 -0.979 -0.06 -0.02 0.01 0.040
C 4.003 -0.756 -0.024 -0.04 -0.01 -0.07 -0.007
H 3.746 2.055 -1.007 0.00 0.00 0.02 0.088
H 2.990 2.427 -2.561 0.02 -0.02 -0.01 0.076
H 4.449 1.424 -2.467 0.01 0.01 0.01 0.127
H 0.748 0.247 -4.750 -0.01 -0.02 -0.02 0.111
H 2.433 0.011 -5.097 0.02 0.02 0.00 0.150
H 1.910 1.542 -4.345 0.00 0.02 0.01 0.087
H 0.143 -2.023 -4.237 0.00 0.00 0.00 0.094
H 0.765 -3.427 -3.374 0.00 0.00 0.00 0.089
H 1.701 -2.712 -4.679 0.00 0.00 -0.01 0.112
H 1.936 -3.155 0.044 -0.01 -0.01 0.02 0.083
H 3.385 -3.488 -0.879 0.01 0.01 0.00 0.136
H 1.812 -3.979 -1.533 0.00 -0.01 0.00 0.101
H 4.253 0.207 0.444 -0.02 0.02 0.06 0.096
H 4.916 -1.069 -0.542 0.02 0.07 -0.01 0.131
H 3.795 -1.486 0.757 0.02 -0.01 0.00 0.089
Cl 1.192 2.622 1.639 0.12 0.01 0.05 0.792
C -0.332 3.444 1.192 -0.01 0.02 -0.01 -0.555
C -0.698 4.507 1.988 0.00 0.01 0.01 -0.063
C -1.837 5.214 1.623 0.02 0.00 0.01 -0.010
C -2.543 4.865 0.479 0.00 -0.01 -0.01 -0.015
C -2.134 3.793 -0.297 -0.01 0.00 0.00 -0.058
C -1.020 3.031 0.068 -0.02 0.01 -0.02 -0.357
P -0.489 1.625 -0.947 0.06 0.14 -0.03 1.015
C -1.792 0.383 -0.960 0.00 0.00 0.04 -0.361
C -1.503 -0.867 -1.511 0.00 0.00 -0.01 -0.110
C -2.502 -1.816 -1.651 -0.01 0.01 -0.01 -0.057
C -3.796 -1.524 -1.235 0.00 0.01 0.01 -0.029
C -4.081 -0.291 -0.668 0.01 -0.02 -0.01 -0.037
C -3.085 0.664 -0.527 -0.01 0.03 -0.01 -0.062
C -0.408 2.344 -2.598 -0.03 -0.02 -0.01 -0.363
C 0.445 3.432 -2.805 -0.01 0.00 0.02 -0.113
C 0.477 4.065 -4.035 0.01 0.00 -0.01 -0.046
C -0.351 3.619 -5.063 0.00 -0.01 -0.01 -0.029
C -1.211 2.550 -4.856 0.00 0.00 0.00 -0.041
C -1.245 1.907 -3.623 0.03 0.02 0.01 -0.075
H -0.115 4.791 2.854 0.00 0.00 0.00 0.128
H -2.153 6.055 2.225 0.00 0.00 0.00 0.134
H -3.410 5.441 0.184 0.00 0.00 0.00 0.131
H -2.675 3.550 -1.204 0.00 0.00 0.00 0.128
H -0.498 -1.094 -1.841 0.03 -0.03 -0.01 0.078
H -2.278 -2.778 -2.092 0.00 0.00 0.00 0.118
H -4.581 -2.260 -1.351 0.00 0.00 0.00 0.127
H -5.084 -0.067 -0.331 0.00 0.00 0.00 0.126
H -3.329 1.610 -0.065 0.01 -0.01 0.00 0.099
H 1.054 3.818 -1.991 0.00 0.01 0.00 0.112
H 1.123 4.918 -4.192 0.00 0.00 0.00 0.125
H -0.339 4.123 -6.020 0.00 0.00 0.00 0.127
H -1.871 2.225 -5.650 0.00 0.00 0.00 0.126
H -1.935 1.089 -3.460 0.00 -0.01 -0.01 0.112
C 0.687 -0.370 0.702 -0.19 0.22 -0.25 -0.218
Ge -0.178 -1.377 2.296 -0.02 0.01 0.13 1.013
C 0.976 -0.529 3.613 0.03 -0.11 -0.12 -0.306
C 2.316 -0.234 3.344 -0.03 -0.01 0.08 -0.161
C 3.116 0.379 4.297 0.01 -0.02 -0.04 -0.066
C 2.582 0.696 5.540 0.02 0.02 0.01 -0.044
C 1.259 0.395 5.825 -0.04 -0.02 0.00 -0.038
C 0.455 -0.214 4.866 0.00 0.08 -0.01 -0.081
C 0.138 -3.228 1.899 0.09 0.00 0.05 -0.318
C 1.211 -3.874 2.519 -0.02 0.00 0.00 -0.106
C 1.483 -5.205 2.231 -0.01 -0.01 0.00 -0.053
C 0.684 -5.895 1.328 0.01 0.00 0.01 -0.046
C -0.390 -5.260 0.713 0.01 0.01 0.00 -0.060
C -0.662 -3.929 0.995 0.01 -0.01 -0.05 -0.117
C -1.983 -0.730 2.441 0.05 0.04 0.01 -0.292
C -3.083 -1.584 2.407 0.00 -0.05 -0.01 -0.087
C -4.357 -1.090 2.653 0.00 0.00 0.01 -0.057
C -4.541 0.258 2.928 0.01 0.00 -0.01 -0.049
C -3.448 1.118 2.967 -0.02 -0.01 -0.01 -0.063
C -2.176 0.623 2.732 0.01 0.01 0.00 -0.126
H 2.757 -0.525 2.396 0.02 -0.02 0.00 0.053
H 4.156 0.591 4.085 0.00 0.00 0.01 0.115
H 3.203 1.166 6.291 0.00 0.00 0.00 0.122
H 0.849 0.627 6.799 -0.01 0.00 0.00 0.123
H -0.578 -0.438 5.105 -0.01 0.00 0.01 0.113
H 1.823 -3.349 3.245 0.00 0.00 -0.01 0.105
H 2.303 -5.709 2.724 0.00 0.00 0.00 0.120
H 0.886 -6.937 1.117 0.00 0.00 0.00 0.122
H -1.022 -5.810 0.029 0.00 0.00 0.00 0.117
H -1.502 -3.443 0.511 0.00 0.00 0.01 0.083
H -2.955 -2.644 2.221 0.01 0.00 0.00 0.103
H -5.205 -1.762 2.650 0.00 0.00 0.00 0.122
H -5.533 0.635 3.136 0.00 0.00 0.00 0.121
H -3.589 2.163 3.212 0.00 0.01 0.00 0.114
H -1.322 1.289 2.820 -0.01 -0.01 0.00 0.086
```
Forces are in eV/Å.